15
Properties=species:S:1:pos:R:3:forces:R:3 method="wB97M-V/def2-TZVPD" max_force_ev_per_a=0.416 spin_multiplicity=1 total_energy_ha=-287.65872 e_above_lowest_kj_mol=456.12 homo_lumo_gap_ev="8.09 / 8.09"
C -0.7838 1.3407 0.0259 0.012 0.141 -0.009
N -0.5743 -0.0607 0.3755 -0.120 -0.257 -0.175
C -1.2218 -0.9780 -0.3009 0.022 0.147 0.253
C 0.7556 -0.5624 0.8546 0.080 -0.158 -0.127
O 0.7502 -1.5631 1.5500 0.011 0.270 -0.196
C 1.7285 -0.0016 0.0112 0.079 0.101 0.283
H -1.8308 1.5961 0.2039 0.133 -0.035 -0.036
H -0.1591 1.9677 0.6627 -0.095 -0.099 -0.100
H -0.5369 1.5218 -1.0274 -0.029 -0.053 0.136
H -2.0732 -0.6977 -0.9127 0.094 -0.009 0.090
H -1.0655 -2.0125 -0.0213 -0.019 0.141 -0.052
H 0.0961 -1.0902 -1.5970 0.331 0.092 0.027
H 2.7108 -0.4603 0.0268 -0.117 0.058 -0.008
H 1.6744 1.0293 -0.3183 -0.030 -0.170 0.055
H 0.8529 -0.7699 -1.2814 -0.353 -0.170 -0.139

16
Properties=species:S:1:pos:R:3:forces:R:3 method="wB97M-V/def2-TZVPD" max_force_ev_per_a=5.222 spin_multiplicity=1 total_energy_ha=-362.97120 e_above_lowest_kj_mol=300.19 homo_lumo_gap_ev=10.34
N 1.4144 0.5137 1.2990 0.069 0.166 0.268
C 1.5029 -0.7906 0.9530 0.185 0.380 -0.297
O 1.9759 -1.6534 1.6785 -0.363 0.248 -0.634
C 0.9621 -1.0124 -0.4613 0.441 1.533 -0.870
C -1.8060 0.0142 -0.1768 -0.733 0.520 0.205
C -1.2551 1.1058 -0.9926 0.701 0.263 -0.217
O -0.5112 1.9739 -0.5825 -0.229 -0.103 -0.280
H 1.7908 0.8010 2.1842 -0.082 0.057 0.134
H 0.8790 1.1558 0.7300 0.153 0.078 0.226
H 1.7739 -1.3613 -1.0867 0.467 -0.036 0.034
H 0.3324 -1.9680 -0.3598 -0.169 2.005 -0.746
H -2.0871 -0.9201 -0.6758 0.154 0.469 -0.051
H -1.3519 -0.1340 0.8084 -0.124 0.174 -0.357
H -1.7237 1.1760 -1.9922 0.202 0.113 -0.110
H -2.7003 0.6739 -0.1105 -0.731 -0.971 0.883
H 0.7634 0.2995 -1.0632 0.060 -4.897 1.813

37
Properties=species:S:1:pos:R:3:forces:R:3 method="wB97M-V/def2-TZVPD" max_force_ev_per_a=0.478 spin_multiplicity=1 total_energy_ha=-3641.49820 e_above_lowest_kj_mol=49.28 homo_lumo_gap_ev=6.17 total_charge=-2
Zn -1.0167 1.1758 -0.3339 0.154 0.147 -0.030
N 6.2576 2.6398 -0.1070 0.034 0.007 0.005
C 5.1190 2.4742 -0.0668 -0.197 0.013 0.090
C 3.6887 2.2612 -0.0243 0.228 0.013 0.144
C 2.7980 3.2962 -0.2265 -0.130 -0.043 -0.188
C 1.4025 3.0770 -0.4231 0.008 0.019 -0.023
N 0.9906 1.7848 -0.2425 0.015 -0.078 0.471
C 1.8289 0.8171 0.1936 0.000 0.073 -0.255
C 3.1896 0.9833 0.2551 0.003 -0.065 -0.033
H 3.1696 4.3135 -0.2839 0.038 -0.019 -0.125
H -0.2679 4.6342 -0.2998 0.014 0.109 0.050
H 1.3757 -0.1347 0.4449 0.009 -0.024 -0.082
H 3.8437 0.1575 0.4984 0.001 0.007 0.014
I -0.6255 7.2999 -0.0636 0.025 -0.038 -0.009
C -1.1571 5.2064 -0.0286 -0.083 -0.037 -0.048
H -1.4919 4.9917 0.9789 0.000 0.012 -0.012
H -1.9694 5.0647 -0.7323 -0.037 0.071 0.052
O -2.3202 1.9926 -1.6627 -0.048 -0.061 0.068
S -3.2981 2.3754 -0.5453 0.191 -0.255 0.024
O -3.8437 3.7046 -0.7677 0.016 0.054 0.003
O -2.3569 2.3557 0.6665 -0.030 -0.022 -0.050
O -4.3114 1.3414 -0.3923 -0.116 0.098 -0.047
C -0.8985 -4.5990 -1.4958 -0.027 0.020 -0.072
Si -0.7329 -3.8170 0.2041 -0.030 -0.088 -0.014
C -2.1409 -4.4632 1.2687 -0.062 -0.002 0.021
C 0.8810 -4.4227 0.9518 0.070 -0.027 0.025
C -0.7754 -2.0257 0.0758 0.051 0.126 0.009
C -0.8703 -0.8144 -0.0671 -0.121 0.003 -0.008
H -0.9834 -5.6877 -1.4303 0.016 0.004 -0.004
H -0.0379 -4.3545 -2.1225 -0.003 0.002 0.014
H -1.7877 -4.2108 -1.9975 0.000 -0.023 0.008
H -2.3364 -5.5189 1.0583 0.009 -0.001 0.038
H -3.0518 -3.8960 1.0677 0.005 -0.023 -0.019
H -1.9176 -4.3615 2.3333 0.005 0.025 -0.015
H 0.9073 -5.5165 0.9804 0.018 0.009 0.013
H 1.0054 -4.0501 1.9711 -0.014 0.003 -0.013
H 1.7341 -4.0742 0.3651 -0.013 -0.010 -0.003